(1)
Density functional theory data (wB97M-V/def2-TZVPD) for C19H90BrF9I3N2O31S2 as an isolated structure.

```
! RIJCOSX wB97M-V def2-TZVPD def2/J DEFGRID3
* xyz 1 1
C 2.531 4.669 -2.310
C 1.090 4.509 -1.891
C 0.441 3.277 -1.044
C -0.988 3.894 -0.445
C -0.467 5.038 0.674
N -1.751 2.910 0.390
C -2.085 1.767 -0.566
S -3.429 2.377 -1.673
C -0.738 1.017 -1.190
C 0.010 0.465 0.206
C -0.834 -0.429 1.247
C -0.015 -1.799 1.752
C -0.371 -2.010 3.319
C 0.403 -1.142 4.428
F -0.509 0.019 4.768
F 0.409 -1.952 5.706
C 1.842 -0.497 4.115
F 2.069 0.507 5.231
F 1.921 0.373 2.882
S 3.340 -1.592 4.131
F 4.318 -0.157 4.250
F 3.521 -1.485 2.425
F 2.490 -3.056 3.975
F 3.328 -1.628 5.861
F 4.794 -2.514 4.174
C -1.242 -0.306 -1.937
Br 0.139 -1.798 -2.200
C -2.120 -0.293 -3.303
C -2.197 -1.809 -4.024
N 0.274 1.953 -1.836
I -0.468 2.975 -3.535
C 1.682 1.447 -2.014
I 3.369 1.577 -0.528
C 2.256 0.782 -3.240
C 1.424 0.423 -4.568
I 4.391 0.133 -3.423
H 2.760 4.779 -3.453
H 3.394 4.752 -1.521
H 0.437 5.485 -2.115
H 1.046 3.186 -0.060
H -1.590 4.538 -1.200
H -1.426 5.320 1.327
H -0.055 6.006 0.163
H 0.291 4.555 1.459
H -2.648 3.309 0.781
H -2.736 1.030 0.119
H -3.194 3.595 -2.298
H 0.968 -0.192 0.002
H 0.425 1.361 0.878
H -1.002 0.178 2.264
H -1.893 -0.797 0.946
H 1.135 -1.751 1.518
H -0.484 -2.697 1.134
H -0.204 -3.165 3.572
H -1.547 -1.848 3.446
H -2.016 -0.853 -1.192
H -1.813 0.408 -4.164
H -3.277 -0.084 -3.085
H -1.296 -2.019 -4.737
H -2.448 -2.659 -3.264
H -3.153 -1.727 -4.736
H 0.311 0.129 -4.468
H 1.466 1.372 -5.293
H 1.934 -0.449 -5.200
O 0.797 -4.429 -4.664
H 0.629 -4.026 -3.799
H 1.166 -5.299 -4.450
O -0.568 2.550 6.345
H -0.561 1.620 6.074
H 0.307 2.876 6.088
O 7.579 -3.859 3.828
H 7.933 -3.099 3.342
H 6.664 -3.606 4.024
O 2.026 -4.634 -1.922
H 2.625 -4.039 -1.446
H 2.511 -5.472 -1.961
O 6.470 3.513 -0.415
H 6.302 3.915 0.451
H 6.839 2.643 -0.201
O 2.515 -3.956 -7.703
H 2.901 -4.685 -7.194
H 1.707 -3.733 -7.216
O 8.166 -3.663 6.846
H 7.487 -4.249 7.213
H 7.958 -3.628 5.900
O -2.123 5.694 -2.842
H -2.061 6.655 -2.732
H -1.413 5.484 -3.467
O -4.179 -4.268 -3.742
H -5.134 -4.168 -3.870
H -4.040 -5.227 -3.754
O -2.930 6.123 2.562
H -3.848 6.428 2.505
H -2.995 5.269 3.014
O -4.843 6.167 -1.734
H -4.035 6.058 -2.257
H -5.144 7.062 -1.953
O 11.001 -5.095 8.065
H 10.934 -5.817 7.422
H 10.215 -4.555 7.893
O -3.204 2.739 8.318
H -2.396 2.629 7.795
H -3.506 3.633 8.099
O 2.859 -4.633 1.336
H 2.692 -4.231 2.201
H 3.228 -5.503 1.550
O 5.214 -5.638 5.114
H 6.022 -5.747 4.591
H 4.912 -4.743 4.895
O 3.919 -8.727 4.940
H 3.981 -7.766 5.051
H 4.629 -8.938 4.316
O -5.425 -1.114 -3.998
H -6.381 -1.014 -4.126
H -5.287 -2.073 -4.010
O -7.724 0.671 -4.629
H -8.293 1.300 -4.161
H -7.465 1.145 -5.434
O -3.822 5.520 5.696
H -3.989 5.922 6.562
H -3.453 4.650 5.910
O -5.100 3.213 1.135
H -5.779 2.628 1.502
H -5.308 3.248 0.189
O 1.005 -8.912 5.929
H 1.813 -9.021 5.406
H 0.704 -8.018 5.710
O 3.990 -3.573 -3.771
H 4.310 -2.858 -4.341
H 3.031 -3.569 -3.905
O -7.679 -0.875 -7.336
H -8.528 -1.038 -7.773
H -7.901 -0.270 -6.612
O -3.105 -5.504 -5.970
H -3.043 -4.543 -5.860
H -2.395 -5.714 -6.595
O -6.973 1.256 0.473
H -7.928 1.356 0.346
H -6.834 0.297 0.462
O -7.065 6.028 0.696
H -7.003 6.989 0.806
H -6.355 5.818 0.071
O 7.632 0.295 0.192
H 7.639 -0.635 -0.080
H 8.508 0.621 -0.066
O -3.113 -4.848 -8.697
H -3.792 -5.433 -8.330
H -3.320 -4.813 -9.643
O -6.799 8.058 -3.084
H -7.478 7.473 -2.717
H -7.007 8.093 -4.030
O 9.142 0.026 -2.308
H 8.988 -0.364 -3.182
H 9.904 0.609 -2.443
O -0.975 5.600 6.356
H -1.930 5.700 6.229
H -0.837 4.641 6.345
*
```

Computed properties:
- max |F| (eV/A) = 6.585
- energy (Ha) = -8381.1808

Atomic partial charges in e from the Mulliken method, atoms 1 to 99: number 1, C, carries -0.977; number 2, C, carries 0.139; number 3, C, carries 0.088; number 4, C, carries 0.354; number 5, C, carries -0.723; number 6, N, carries -0.093; number 7, C, carries -0.737; number 8, S, carries -0.069; number 9, C, carries 0.917; number 10, C, carries -0.780; number 11, C, carries -0.336; number 12, C, carries -0.258; number 13, C, carries -1.035; number 14, C, carries 0.777; number 15, F, carries -0.293; number 16, F, carries -0.304; number 17, C, carries 0.479; number 18, F, carries -0.312; number 19, F, carries -0.130; number 20, S, carries 1.300; number 21, F, carries -0.340; number 22, F, carries -0.260; number 23, F, carries -0.330; number 24, F, carries -0.297; number 25, F, carries -0.277; number 26, C, carries -0.921; number 27, Br, carries -0.007; number 28, C, carries 0.238; number 29, C, carries -1.218; number 30, N, carries 0.142; number 31, I, carries 0.329; number 32, C, carries 0.132; number 33, I, carries 0.139; number 34, C, carries -0.525; number 35, C, carries -0.976; number 36, I, carries 0.061; number 37, H, carries 0.219; number 38, H, carries 0.244; number 39, H, carries 0.236; number 40, H, carries 0.644; number 41, H, carries -0.217; number 42, H, carries 0.084; number 43, H, carries 0.338; number 44, H, carries 0.263; number 45, H, carries 0.439; number 46, H, carries 0.368; number 47, H, carries 0.048; number 48, H, carries 0.312; number 49, H, carries 0.101; number 50, H, carries 0.235; number 51, H, carries 0.426; number 52, H, carries 0.139; number 53, H, carries 0.364; number 54, H, carries 0.349; number 55, H, carries 0.391; number 56, H, carries 0.249; number 57, H, carries 0.007; number 58, H, carries 0.201; number 59, H, carries 0.172; number 60, H, carries 0.297; number 61, H, carries 0.402; number 62, H, carries 0.179; number 63, H, carries 0.285; number 64, H, carries 0.357; number 65, O, carries -0.511; number 66, H, carries 0.125; number 67, H, carries 0.279; number 68, O, carries -0.586; number 69, H, carries 0.288; number 70, H, carries 0.302; number 71, O, carries -0.672; number 72, H, carries 0.300; number 73, H, carries 0.326; number 74, O, carries -0.550; number 75, H, carries 0.265; number 76, H, carries 0.255; number 77, O, carries -0.613; number 78, H, carries 0.315; number 79, H, carries 0.290; number 80, O, carries -0.634; number 81, H, carries 0.310; number 82, H, carries 0.317; number 83, O, carries -0.652; number 84, H, carries 0.323; number 85, H, carries 0.368; number 86, O, carries -0.590; number 87, H, carries 0.321; number 88, H, carries 0.134; number 89, O, carries -0.529; number 90, H, carries 0.251; number 91, H, carries 0.281; number 92, O, carries -0.652; number 93, H, carries 0.301; number 94, H, carries 0.261; number 95, O, carries -0.485; number 96, H, carries 0.249; number 97, H, carries 0.312; number 98, O, carries -0.648; number 99, H, carries 0.309


(2)
Density functional theory data (wB97M-V/def2-TZVPD) for C6H14InNO3P as an isolated structure.

```
! RIJCOSX wB97M-V def2-TZVPD def2/J DEFGRID3
* xyz 3 1
C -0.344 -0.059 -3.490
C 0.082 -1.184 -2.562
C 1.041 -0.781 -1.437
C 0.213 0.091 -0.474
N 0.652 0.009 0.902
C -0.124 0.672 1.814
O -0.611 -0.145 2.892
C -1.925 -0.594 2.747
O -2.091 -1.793 2.689
P 1.096 2.299 2.513
O 1.712 2.724 1.255
H -0.142 -0.302 -4.546
H 0.212 0.873 -3.314
H -1.421 0.131 -3.446
H -0.795 -1.706 -2.148
H 0.615 -1.978 -3.136
H 1.436 -1.635 -0.865
H 1.905 -0.245 -1.841
H -0.873 -0.107 -0.516
H 0.318 1.166 -0.804
H 1.060 -0.888 1.260
H -0.969 1.196 1.336
H -2.774 0.107 2.703
H 1.806 1.557 3.475
H 0.091 3.077 3.118
In -0.170 -2.485 1.873
*
```

Computed properties:
- max |F| (eV/A) = 2.892
- energy (Ha) = -1047.5600

The net atomic charges from Mulliken, expressed in e, are: number 1, C, carries -1.102; number 2, C, carries -0.428; number 3, C, carries -0.573; number 4, C, carries -0.692; number 5, N, carries 0.165; number 6, C, carries -0.388; number 7, O, carries -0.400; number 8, C, carries 0.350; number 9, O, carries -0.348; number 10, P, carries 0.426; number 11, O, carries -0.354; number 12, H, carries 0.342; number 13, H, carries 0.365; number 14, H, carries 0.340; number 15, H, carries 0.387; number 16, H, carries 0.361; number 17, H, carries 0.432; number 18, H, carries 0.366; number 19, H, carries 0.483; number 20, H, carries 0.384; number 21, H, carries 0.210; number 22, H, carries 0.832; number 23, H, carries 0.479; number 24, H, carries 0.273; number 25, H, carries 0.288; number 26, In, carries 0.801


(3)
Density functional theory data (wB97M-V/def2-TZVPD) for a 6-piece molecular cluster, C47H112N7O6 overall.

```
! RIJCOSX wB97M-V def2-TZVPD def2/J DEFGRID3
* xyz 1 1
C 11.294 -2.858 2.621
C 10.700 -1.551 2.071
C 9.202 -1.639 1.717
C 8.907 -1.236 0.262
C 7.409 -1.050 0.019
C 6.989 -0.300 -1.275
C 8.101 0.332 -2.108
C 8.688 1.661 -1.610
C 7.651 2.687 -1.123
C 7.373 2.610 0.390
C 6.832 3.924 0.956
C 5.327 4.115 0.677
C 4.556 4.787 1.825
C 3.088 4.372 1.888
C 2.265 4.879 0.696
C 0.768 5.062 0.997
C -0.091 3.855 0.598
C -0.061 2.709 1.615
C -0.949 1.535 1.160
C -2.115 1.251 2.112
C -3.096 0.260 1.483
C -3.875 -0.468 2.572
N -5.074 -1.181 1.982
C -5.039 -1.342 0.479
C -4.626 -0.056 -0.281
O -5.689 0.536 -0.947
C -6.229 -0.196 -2.044
C -5.310 -0.285 -3.247
C -4.351 -1.500 -3.260
N -4.072 0.942 0.615
H 12.327 -2.975 2.296
H 11.329 -2.837 3.710
H 10.726 -3.738 2.329
H 11.274 -1.212 1.210
H 10.814 -0.784 2.836
H 8.645 -0.940 2.344
H 8.819 -2.645 1.886
H 9.279 -2.021 -0.400
H 9.462 -0.322 0.064
H 6.957 -2.043 -0.006
H 6.983 -0.550 0.891
H 6.235 0.440 -1.013
H 6.480 -1.018 -1.920
H 7.678 0.537 -3.096
H 8.900 -0.389 -2.280
H 9.218 2.101 -2.458
H 9.443 1.513 -0.839
H 6.721 2.492 -1.660
H 8.006 3.687 -1.360
H 8.277 2.300 0.916
H 6.630 1.829 0.566
H 7.026 3.997 2.026
H 7.369 4.751 0.488
H 4.868 3.147 0.460
H 5.215 4.715 -0.227
H 5.034 4.515 2.767
H 4.637 5.870 1.721
H 3.058 3.283 1.949
H 2.665 4.759 2.817
H 2.371 4.180 -0.135
H 2.683 5.834 0.376
H 0.377 5.930 0.469
H 0.623 5.228 2.065
H 0.202 3.470 -0.379
H -1.136 4.169 0.507
H -0.404 3.084 2.578
H 0.963 2.349 1.697
H -1.394 1.774 0.191
H -0.368 0.621 1.030
H -2.648 2.189 2.272
H -1.747 0.873 3.067
H -2.518 -0.447 0.884
H -4.268 0.301 3.238
H -3.283 -1.146 3.179
H -5.945 -0.723 2.238
H -5.142 -2.123 2.391
H -6.011 -1.723 0.187
H -4.322 -2.134 0.267
H -3.809 -0.339 -0.950
H -6.537 -1.209 -1.761
H -7.138 0.338 -2.313
H -4.775 0.652 -3.397
H -5.960 -0.380 -4.119
H -3.323 -1.173 -3.380
H -4.395 -2.006 -2.289
H -4.624 -2.229 -4.014
H -4.812 1.282 1.230
C -8.092 -4.114 2.126
C -6.681 -4.262 1.566
C -6.531 -5.390 0.536
O -6.489 -6.676 1.099
C -7.747 -7.281 1.362
N -5.711 -4.374 2.665
H -8.322 -4.893 2.851
H -8.203 -3.158 2.641
H -8.837 -4.156 1.331
H -6.449 -3.328 1.057
H -5.567 -5.263 0.032
H -7.310 -5.325 -0.234
H -8.487 -7.004 0.606
H -8.122 -7.019 2.353
H -7.600 -8.358 1.329
H -4.773 -4.405 2.270
H -5.815 -5.287 3.098
C 0.001 -2.413 -8.066
C -0.592 -3.187 -6.893
C -1.995 -2.719 -6.484
O -2.028 -1.502 -5.761
C -1.985 -0.327 -6.551
N 0.356 -3.163 -5.777
H 0.361 -1.430 -7.761
H 0.852 -2.953 -8.476
H -0.732 -2.277 -8.863
H -0.698 -4.229 -7.209
H -2.418 -3.467 -5.808
H -2.659 -2.656 -7.356
H -2.514 -0.463 -7.498
H -0.959 -0.011 -6.751
H -2.477 0.465 -5.986
H 0.028 -3.776 -5.037
H 0.340 -2.232 -5.370
C -8.529 3.982 -7.004
C -9.016 2.575 -6.671
C -8.262 1.913 -5.510
O -6.967 1.436 -5.831
C -5.946 2.419 -5.813
N -9.000 1.764 -7.889
H -7.591 3.964 -7.558
H -9.261 4.491 -7.629
H -8.382 4.577 -6.100
H -10.058 2.658 -6.348
H -8.826 1.028 -5.202
H -8.210 2.585 -4.641
H -6.123 3.171 -5.038
H -5.856 2.908 -6.785
H -5.005 1.912 -5.600
H -9.438 0.865 -7.710
H -8.033 1.542 -8.110
C 12.112 -2.902 9.333
C 11.283 -2.775 8.059
C 11.537 -3.889 7.034
O 12.745 -3.763 6.312
C 13.902 -4.248 6.969
N 11.481 -1.438 7.493
H 13.145 -2.593 9.175
H 11.700 -2.261 10.112
H 12.114 -3.929 9.705
H 10.230 -2.857 8.345
H 10.746 -3.839 6.281
H 11.475 -4.880 7.503
H 13.675 -5.125 7.581
H 14.365 -3.481 7.593
H 14.617 -4.534 6.198
H 10.844 -1.302 6.713
H 12.407 -1.410 7.076
C -7.805 3.334 0.533
C -7.676 2.220 1.562
C -8.890 2.060 2.487
O -8.981 3.035 3.497
C -9.603 4.255 3.124
N -6.433 2.419 2.323
H -7.663 4.316 0.982
H -7.045 3.217 -0.240
H -8.785 3.315 0.054
H -7.579 1.277 1.006
H -8.793 1.106 3.017
H -9.821 2.014 1.907
H -10.411 4.085 2.407
H -8.885 4.962 2.703
H -10.023 4.693 4.027
H -6.299 1.628 2.952
H -6.571 3.203 2.955
*
```

Computed properties:
- max |F| (eV/A) = 0.969
- energy (Ha) = -2692.3416

Atomic partial charges in e from the Mulliken method, atoms 1 to 99: number 1, C, carries -1.105; number 2, C, carries -0.413; number 3, C, carries -0.819; number 4, C, carries -0.142; number 5, C, carries -0.864; number 6, C, carries -0.535; number 7, C, carries -1.027; number 8, C, carries -0.836; number 9, C, carries -0.751; number 10, C, carries -0.154; number 11, C, carries -1.192; number 12, C, carries -0.417; number 13, C, carries -1.049; number 14, C, carries -0.686; number 15, C, carries -0.554; number 16, C, carries -0.997; number 17, C, carries -0.602; number 18, C, carries -0.244; number 19, C, carries -0.789; number 20, C, carries -1.139; number 21, C, carries 0.508; number 22, C, carries -1.342; number 23, N, carries 0.461; number 24, C, carries -1.482; number 25, C, carries 0.312; number 26, O, carries -0.350; number 27, C, carries -0.759; number 28, C, carries -0.080; number 29, C, carries -1.101; number 30, N, carries 0.034; number 31, H, carries 0.328; number 32, H, carries 0.127; number 33, H, carries 0.392; number 34, H, carries 0.345; number 35, H, carries 0.293; number 36, H, carries 0.398; number 37, H, carries 0.344; number 38, H, carries 0.228; number 39, H, carries 0.137; number 40, H, carries 0.434; number 41, H, carries 0.378; number 42, H, carries 0.220; number 43, H, carries 0.417; number 44, H, carries 0.453; number 45, H, carries 0.370; number 46, H, carries 0.319; number 47, H, carries 0.437; number 48, H, carries 0.247; number 49, H, carries 0.588; number 50, H, carries 0.454; number 51, H, carries 0.068; number 52, H, carries 0.399; number 53, H, carries 0.385; number 54, H, carries 0.336; number 55, H, carries 0.266; number 56, H, carries 0.454; number 57, H, carries 0.372; number 58, H, carries 0.199; number 59, H, carries 0.507; number 60, H, carries 0.216; number 61, H, carries 0.552; number 62, H, carries 0.348; number 63, H, carries 0.388; number 64, H, carries 0.276; number 65, H, carries 0.441; number 66, H, carries 0.384; number 67, H, carries -0.012; number 68, H, carries 0.339; number 69, H, carries 0.358; number 70, H, carries 0.381; number 71, H, carries 0.311; number 72, H, carries 0.641; number 73, H, carries 0.386; number 74, H, carries 0.422; number 75, H, carries 0.491; number 76, H, carries 0.288; number 77, H, carries 0.728; number 78, H, carries 0.298; number 79, H, carries 0.193; number 80, H, carries 0.290; number 81, H, carries 0.362; number 82, H, carries 0.260; number 83, H, carries 0.378; number 84, H, carries 0.266; number 85, H, carries 0.171; number 86, H, carries 0.376; number 87, H, carries -0.404; number 88, C, carries -1.649; number 89, C, carries 2.519; number 90, C, carries -0.773; number 91, O, carries -0.431; number 92, C, carries -0.646; number 93, N, carries -0.691; number 94, H, carries 0.358; number 95, H, carries 0.367; number 96, H, carries 0.361; number 97, H, carries -1.523; number 98, H, carries 0.278; number 99, H, carries 0.467